ORCA calculation (ωB97M-V/def2-TZVPD) on 3 unconnected molecules or ions with the total composition C4H12NO in a non-equilibrium geometry.

Last column: Löwdin charge in e.
Atoms and positions in Å:
C  -1.65051  -1.60680  -0.98515  -0.0142
C  -0.38289  -1.58342  -0.20233  -0.0100
C  -0.34312  -0.83824  0.98791  -0.1220
C  0.50749  -1.25280  1.97374  0.2597
N  0.92410  3.64128  -0.39043  0.0198
H  -1.51766  -1.40838  -2.05139  0.1228
H  -2.15829  -2.55957  -0.83529  0.1202
H  -0.04565  -2.60233  0.03590  0.1484
H  -2.26555  -0.79758  -0.59937  0.0985
H  -0.95800  0.03316  1.16305  0.1452
H  0.24873  -1.01566  3.00398  0.1222
H  1.31600  -1.90516  1.67549  0.1155
H  0.06674  4.11936  -0.16371  0.0010
H  0.77092  2.64152  -0.38990  -0.0486
H  1.65785  3.96547  0.22666  0.0082
H  1.93831  0.65662  -1.51842  0.0794
H  0.83695  -0.18145  -0.79687  -0.0208
O  1.05457  0.69396  -1.13386  -0.0252

The value obtained for the HOMO energy is -12.02 eV. The value obtained for the HOMO-LUMO gap is 4.15 eV. Its charge is +1. The energy above the lowest of the compared OMol25 structures with the same formula, charge and spin is 4.641 eV. For the largest force on an atom, the calculation gives 0.09296 hartree/bohr.

***

ORCA calculation (ωB97M-V/def2-TZVPD) on a molecular structure, C25H58Cl2GeN4O4PS3Yb in a non-equilibrium geometry.

Last column: Löwdin charge in e.
Atoms and positions in Å:
Yb  0.17894  -0.33022  -1.54250  1.0827
C  -4.50276  2.71368  -1.03837  -0.0856
C  -3.18960  3.32398  -1.46959  -0.2858
O  -2.36891  3.67413  -0.28608  -0.2997
P  -1.12235  2.69847  -0.07566  -0.1574
S  0.00836  2.46891  -1.74373  0.3019
S  -1.64792  1.02590  0.75044  0.3202
O  -0.30922  3.56160  0.96213  -0.3335
C  0.41386  4.66191  0.28487  -0.3135
C  1.92391  4.44914  0.13204  -0.0924
H  -5.12046  2.41574  -1.92493  0.0899
H  -5.14599  3.33678  -0.36826  0.0964
H  -4.37275  1.72202  -0.60995  0.0391
H  -3.27351  4.21667  -2.05459  0.1096
H  -2.64219  2.66346  -2.14840  0.0545
H  0.10239  5.61921  0.80252  0.1358
H  -0.05703  4.83308  -0.72446  0.0698
H  2.47800  4.62752  1.06352  0.0774
H  2.32212  5.11548  -0.60493  0.0682
H  2.06963  3.40442  -0.22012  0.0393
C  -2.76387  -1.45981  -1.64723  -0.1538
N  -1.54033  -2.12111  -1.17043  -0.3399
C  -1.77651  -2.58520  0.25763  -0.0680
C  -1.25253  -3.32733  -2.03892  -0.2027
C  0.04845  -4.01403  -1.74684  -0.1876
N  1.26531  -3.17695  -1.76385  -0.2867
C  2.24424  -3.40735  -0.69508  -0.0718
C  1.87677  -3.12137  -3.05354  -0.1324
H  -3.68534  -2.13329  -1.65726  0.1146
H  -2.61626  -1.13671  -2.67513  0.0421
H  -3.06252  -0.47840  -1.09070  0.0630
H  -2.49665  -3.42128  0.26254  0.0993
H  -2.36038  -1.80926  0.71966  0.0420
H  -0.83036  -2.74461  0.75245  0.0700
H  -1.30136  -3.04079  -3.08819  0.0851
H  -2.13184  -4.00131  -1.89130  0.1340
H  0.15833  -4.84680  -2.47459  0.1350
H  -0.04973  -4.50532  -0.73206  0.1330
H  2.42553  -4.47428  -0.66480  0.0888
H  1.89615  -3.08083  0.29473  0.0808
H  3.17019  -2.88214  -0.94415  0.0915
H  2.55835  -3.93868  -3.25055  0.0967
H  2.40516  -2.18684  -3.01689  0.0559
H  1.13020  -3.00690  -3.82406  0.0302
C  4.02636  -2.90341  6.06755  -0.1172
C  3.07768  -1.95894  6.80057  -0.2511
C  1.73432  -1.69822  6.01989  -0.2910
C  1.92185  -0.67460  4.91821  -0.4095
Ge  0.31172  -0.02628  3.93099  1.1781
C  -1.04744  0.59658  5.40476  -0.2850
C  -1.71546  1.95139  5.03957  -0.3126
C  -2.88501  2.48388  5.91983  -0.2317
C  -3.99060  1.41302  6.11159  -0.0955
H  4.41233  -3.69364  6.78998  0.0907
H  4.89356  -2.36713  5.64306  0.0757
H  3.45064  -3.50780  5.33221  0.0748
H  3.50307  -0.93408  6.95061  0.1113
H  2.85357  -2.36076  7.80170  0.1072
H  0.90700  -1.53742  6.72249  0.0998
H  1.42753  -2.66287  5.64212  0.0932
H  2.57279  -1.18990  4.19027  0.0474
H  2.46813  0.20426  5.31681  0.0707
H  -0.37373  -1.34356  3.49542  -0.0447
H  -0.49534  0.60728  6.36707  0.0750
H  -1.80263  -0.14050  5.52263  0.0409
H  -2.05227  1.83358  4.01568  0.0649
H  -0.93349  2.71653  4.93113  0.1016
H  -3.23642  3.32992  5.33806  0.1000
H  -2.44332  2.89014  6.82732  0.0995
H  -3.83780  0.80110  5.23008  0.0572
H  -5.01823  1.75415  6.00543  0.0671
H  -3.98352  0.83401  7.03781  0.0751
C  -2.14634  0.16032  -7.24030  -0.0847
C  -2.20406  0.89967  -5.90301  -0.2651
N  -0.88015  1.48782  -5.62674  0.0026
C  0.13477  0.83769  -5.02756  -0.7554
S  -0.09547  -0.75928  -4.41818  0.6592
N  1.34355  1.47231  -4.97345  -0.0145
C  2.64075  0.78408  -4.88756  -0.2401
C  2.94035  -0.16917  -6.11954  -0.0746
H  -3.15974  -0.23187  -7.44242  0.0883
H  -1.43146  -0.66685  -7.19795  0.0637
H  -1.82339  0.86498  -7.98576  0.0673
H  -2.46915  0.17546  -5.12111  0.0698
H  -2.97961  1.69379  -5.87679  0.1269
H  -0.75792  2.46244  -5.92071  0.1592
H  1.42116  2.31153  -5.57276  0.1538
H  2.59672  0.17811  -3.93363  0.0853
H  3.44713  1.51563  -4.80651  0.1160
H  2.05393  -0.82796  -6.28416  0.0540
H  3.92392  -0.61145  -5.90996  0.0749
H  3.12515  0.51159  -6.98623  0.0760
Cl  3.22239  0.95049  2.19459  0.5817
C  3.53716  -0.30749  0.91450  -0.8923
Cl  5.14927  -0.00968  0.11748  0.5697
C  2.25903  -0.33226  -0.05546  -0.7672
O  2.45283  -0.21704  -1.28515  -0.1319
O  1.16059  -0.62770  0.51193  -0.2066
H  3.73777  -1.26316  1.41818  0.0556

The value obtained for the HOMO energy (alpha / beta) is -10.50 / -8.78 eV. The value obtained for the HOMO-LUMO gap (alpha / beta) is 5.49 / 2.98 eV. Its charge is +1. For the largest force on an atom, the calculation gives 0.07106 hartree/bohr.